{"formula": "C4H13NO3", "method": "the ωB97M-V functional and the def2-TZVPD basis", "multiplicity": 1, "charge": 0, "smiles": "CC[C@H](N)C=O.O.O", "orbital_gap_ha": 0.3956, "elements": ["O", "C", "C", "C", "C", "N", "H", "H", "H", "H", "H", "H", "H", "H", "H", "H", "H", "O", "H", "H", "O"], "positions_angstrom": [[1.661313, -0.337125, -2.061333], [0.951251, 0.473969, -1.539440], [0.325580, 0.395388, -0.173022], [-1.147818, 0.028456, -0.338259], [-1.861504, -0.079713, 1.006910], [0.667585, 1.587011, 0.599740], [0.732479, 1.420587, -2.080651], [0.732695, -0.433875, 0.405223], [-1.247967, -0.931151, -0.833467], [-1.706103, 0.750151, -0.926698], [-1.543362, -0.899557, 1.645087], [-1.941486, 0.849926, 1.560556], [-2.919594, -0.256206, 0.791553], [-0.117035, 1.850248, 1.183872], [0.794786, 2.378852, -0.026549], [0.190136, -2.091537, -2.403007], [0.638127, -2.359234, -0.936872], [0.294487, -2.764695, -1.731327], [-0.223771, 0.216474, 4.138967], [0.474440, 0.756024, 3.014626], [-0.387950, 0.876941, 3.447113]], "forces_ev_per_a": [[0.064, -0.289, 0.004], [0.374, 0.641, 0.097], [0.145, -0.746, 0.331], [-0.505, 0.379, 0.777], [-1.377, 0.068, -0.443], [-0.467, 0.522, -0.420], [-0.197, 0.062, 0.033], [0.414, -0.347, -0.333], [0.225, -0.154, -0.222], [0.117, 0.323, -0.315], [0.341, 0.138, 0.035], [0.609, 0.058, 0.187], [-0.013, -0.357, -0.101], [-0.066, -0.018, 0.158], [0.107, 0.009, 0.064], [0.318, 0.262, 0.113], [0.249, 0.357, -0.149], [-0.563, -1.007, -0.028], [-0.771, 0.273, 0.256], [-0.248, 0.646, -0.503], [1.246, -0.820, 0.459]], "nbo_charge": [-0.51, 0.45, -0.17, -0.42, -0.61, -0.83, 0.10, 0.18, 0.23, 0.20, 0.21, 0.22, 0.21, 0.37, 0.36, 0.48, 0.47, -0.94, 0.47, 0.47, -0.94]}